{
  "formula": "C4H12S2Si",
  "method": "the ωB97M-V functional and the def2-TZVPD basis",
  "species": ["C", "C", "C", "C", "Si", "S", "S", "H", "H", "H", "H", "H", "H", "H", "H", "H", "H", "H", "H"],
  "positions_angstrom": [[1.433, 2.086, 1.105], [-2.565, -0.952, 0.340], [1.625, 0.780, 0.303], [-1.506, 0.088, 0.175], [0.285, -0.458, -0.028], [0.681, -2.400, 0.879], [1.419, -1.444, -2.919], [2.440, 2.364, 1.402], [1.045, 2.878, 0.437], [0.648, 1.964, 1.907], [-3.426, -0.724, 0.901], [-3.049, -1.147, -0.551], [-2.093, -1.868, 0.743], [2.504, 0.153, 0.584], [1.897, 1.021, -0.661], [-1.407, 0.535, 1.087], [-1.707, 0.890, -0.547], [1.458, -2.782, -0.213], [0.383, -2.091, -2.969]],
  "largest_force_ev_per_a": 4.6,
  "gap_ev": 7.237,
  "energy_ev": -33889.265,
  "de_lowest_ev": 3.421,
  "homo_energy_ha": -0.2975
}